1.
Molecular formula: C25H36AlN5Si
Method: DFT, ωB97M-V/def2-TZVPD

Highest occupied orbital energy (eV): -14.14
Molar mass (g/mol): 461.67
Maximum force (hartree/bohr): 0.064
Total charge: +2
HOMO-LUMO gap (eV): 8.251

Each line ends with the Mulliken charge.
Atoms and positions in Å:
1 H -0.40826 -1.18665 -4.97706  0.60
2 H -1.69339 -1.58908 -1.77343  0.25
3 C -0.11741 2.05129 2.54295  0.64
4 H 3.82589 2.52038 -0.93378  0.54
5 Si 0.63891 0.80284 -1.93753  0.06
6 C 2.53379 1.07367 -1.87433  1.91
7 C 3.17996 -0.19828 -1.19350  -1.44
8 H -1.29859 -5.02375 1.05880  0.51
9 H 1.04091 -0.21984 -4.88882  0.38
10 C -1.15750 3.01590 1.91592  -1.09
11 C -2.94836 0.26056 1.00951  0.46
12 C 2.12701 -0.73088 5.27139  -0.37
13 H 1.87426 -1.87272 -3.48447  0.36
14 H 4.15066 1.66790 -3.20979  0.50
15 H 3.10767 0.29691 -3.93178  0.34
16 H 3.93658 -0.69855 -1.82615  0.33
17 H -0.53329 0.59595 -4.69345  0.31
18 C 0.02236 -0.73053 -3.00398  2.12
19 H -5.13291 -3.27784 1.43149  0.46
20 H -0.28013 2.74349 4.47224  0.36
21 C 0.09238 2.48579 -2.69448  -1.50
22 H -4.88118 -0.19111 1.62797  0.30
23 H -1.93682 3.13281 2.67621  0.35
24 H 2.53804 -1.04548 -0.94286  0.24
25 H 2.20915 3.20808 -1.19581  0.24
26 H 2.44289 -1.21018 6.20246  0.39
27 H -3.70368 2.01955 -0.04053  0.51
28 H 2.07053 -1.25106 1.89527  0.54
29 C 0.89701 -2.00616 -3.02359  -1.75
30 C 1.95964 -0.80616 2.87060  -0.49
31 H 1.35660 1.02708 6.25685  0.48
32 H 2.97372 -2.27997 4.00348  0.42
33 C -1.88755 -4.15043 1.14140  -0.83
34 C 3.15620 1.24129 -3.32928  -1.64
35 C -2.10091 -1.79617 0.92748  0.19
36 C 1.34813 0.42670 2.87356  0.20
37 H 0.93580 -2.42845 -2.01232  0.24
38 C -1.30237 -2.90889 0.67126  -0.09
39 C -1.43021 -1.19347 -2.74021  -1.74
40 H -3.54931 2.22457 1.78853  0.39
41 C 2.78857 2.28226 -0.94633  -1.64
42 H -1.54383 -1.96756 -3.49523  0.60
43 H -0.97198 2.39622 -2.86693  0.38
44 C -3.07239 1.75686 0.82565  -0.99
45 C 2.39475 -1.35076 4.06650  -0.87
46 C -4.07738 -3.17523 1.51963  -0.85
47 H -0.71100 3.99891 1.68775  0.49
48 N 0.58721 1.09276 1.85515  1.15
49 N -1.70697 2.34897 0.63092  0.11
50 C -3.42358 -1.92241 1.34181  0.44
51 H 0.26832 3.28780 -1.97391  0.38
52 Al -0.33271 0.71695 0.23190  -2.14
53 H 2.57353 1.91469 0.05803  0.30
54 C -3.19137 -4.23732 1.58446  -0.60
55 N -3.95228 -0.57021 1.35997  -0.06
56 H 2.58178 1.99915 -3.81749  0.34
57 H -0.39416 -2.83443 0.05202  0.33
58 C 1.50579 0.50528 5.34298  -1.03
59 N 0.08355 1.97833 3.85102  -0.05
60 H -2.13983 -0.38564 -2.97353  0.33
61 H 0.38824 -2.77970 -3.64877  0.55
62 H -3.56322 -5.14654 2.04696  0.43
63 H 0.57364 2.72363 -3.66714  0.32
64 H 3.68836 0.10205 -0.29216  0.44
65 H -1.72222 3.00706 -0.14372  0.47
66 C 1.06572 1.02932 4.15559  0.58
67 C 0.03962 -0.32873 -4.46897  -2.02
68 N -1.79238 -0.44080 0.75360  0.95

2.
Molecular formula: C25H36BCrNO7S3
Method: DFT, ωB97M-V/def2-TZVPD

Highest occupied orbital energy (spin up / spin down) (eV): -6.24 / -7.34
⟨S²⟩: 6.041
Spin multiplicity: 5
Energy above the lowest of the compared OMol25 structures with the same formula, charge and spin (eV): 3.747
Molar mass (g/mol): 621.57
Maximum force (hartree/bohr): 0.030
Total charge: 0
HOMO-LUMO gap (spin up / spin down) (eV): 6.535 / 7.638

Each line ends with the Löwdin spin population.
Atoms and positions in Å:
1 C -2.08048 -1.19853 1.82833  0.00
2 O -2.68688 -2.57628 -1.88059  0.02
3 H -4.91593 1.61682 -1.17517  0.00
4 H -2.90164 -4.47795 -1.13263  0.00
5 H -1.72055 0.77943 2.58240  0.00
6 H -4.84055 0.32150 0.05456  0.00
7 C 2.13745 -0.85099 1.21828  0.00
8 H -2.79276 2.52990 -0.44571  0.00
9 C 3.32576 0.34582 3.43316  0.00
10 N 1.34328 0.69351 -3.54096  0.01
11 H 0.59419 1.25011 -3.07959  0.00
12 Cr -1.26379 -0.02634 -1.18933  3.76
13 H -3.06389 -1.59014 -3.56477  0.00
14 C -2.38983 -3.06978 0.40720  0.00
15 H 2.86936 -0.31504 6.02936  0.00
16 H -5.12439 -0.44785 -2.76092  0.00
17 C 2.22613 -1.41347 -4.12688  0.00
18 H -3.94275 1.91357 -4.76902  0.00
19 S -0.24065 -1.34609 -2.94739  0.01
20 O 1.37193 -1.21442 0.14590  0.00
21 H 4.60673 -1.38229 3.39859  0.00
22 O 0.64479 0.79604 0.93197  0.00
23 H -2.46000 -1.67071 2.74329  0.00
24 C 1.19189 -0.65390 -3.55804  0.01
25 C -4.24835 0.94570 -0.62719  0.00
26 H 5.98161 1.63354 5.23756  0.00
27 H 1.85505 1.93172 3.12902  0.00
28 H 2.31557 2.12731 5.35212  0.00
29 H 2.11796 -2.48725 -4.14812  0.00
30 C -4.42157 -0.90101 -2.05207  0.00
31 H -3.42041 0.43668 2.17138  0.00
32 O -2.73592 -1.72948 0.69688  0.02
33 C -2.03277 2.51698 -3.08939  0.02
34 H 4.15149 -1.38566 -5.04337  0.00
35 S -3.13406 3.75587 -3.06289  0.02
36 H 3.88155 2.63696 5.98808  0.00
37 H 4.44588 -0.98435 5.59796  0.00
38 H -2.61059 2.33882 -5.84573  0.00
39 H 2.42023 2.39861 -3.97399  0.00
40 C 3.77356 -0.87708 2.92661  0.00
41 O -2.17792 0.89712 0.58607  0.01
42 H -2.98722 0.61656 -5.55812  0.00
43 H -3.71891 2.23613 1.01761  0.00
44 H -4.21416 -3.35091 -0.69903  0.00
45 S -0.72694 2.34459 -1.98953  0.04
46 C -3.64343 -2.00303 -2.73728  0.00
47 O -3.54865 0.09518 -1.53341  0.02
48 H 4.34692 0.35949 6.73700  0.00
49 H 5.58818 1.91535 3.53432  0.00
50 B 0.41861 -0.19136 -0.06505  0.02
51 H 3.45520 3.01064 4.31794  0.00
52 C 1.69014 0.37235 1.70038  0.00
53 O -2.03966 1.52974 -4.02203  0.01
54 C -3.13577 -3.44440 -0.85886  0.00
55 H -1.00105 -1.37011 1.76453  0.00
56 H -4.34921 -2.74834 -3.12192  0.00
57 H -4.99519 -1.32772 -1.22011  0.00
58 H 3.56017 -2.44579 1.45611  0.00
59 C 4.00988 0.93748 4.66598  0.00
60 C -3.23519 1.75192 0.16617  0.00
61 H -2.66914 -3.72731 1.23910  0.00
62 C 3.45206 0.60581 -4.58316  0.00
63 C 3.37005 2.25685 5.10241  0.00
64 H 6.01730 0.29267 4.08830  0.00
65 C -2.38264 0.29035 1.86329  0.00
66 C 3.34748 -0.79557 -4.62488  0.00
67 C 3.19377 -1.49611 1.82357  0.00
68 H -1.31177 -3.14643 0.21887  0.00
69 C 2.25602 0.98281 2.80097  0.00
70 C 2.43020 1.31965 -4.03568  0.00
71 C 5.49041 1.20784 4.35945  0.00
72 H 4.32617 1.10803 -4.96944  0.00
73 C 3.91192 -0.06254 5.82817  0.00
74 C -2.95428 1.60877 -5.11062  0.00

3.
Molecular formula: C25H36BN8O2Ru
Method: DFT, ωB97M-V/def2-TZVPD

Highest occupied orbital energy (spin up / spin down) (eV): -16.06 / -16.06
⟨S²⟩: 6.040
Spin multiplicity: 5
Molar mass (g/mol): 592.50
Maximum force (hartree/bohr): 0.046
Total charge: +3
HOMO-LUMO gap (spin up / spin down) (eV): 4.693 / 2.739

Each line ends with the Löwdin spin population.
Atoms and positions in Å:
1 H 3.63327 4.06563 0.85339  0.00
2 H -2.53647 -3.95865 -0.01087  0.00
3 H 2.89848 -2.89635 3.00538  0.00
4 H 2.89046 -1.58160 -3.20610  0.00
5 C 0.42443 -0.32797 -3.25937  0.21
6 C -2.55276 2.91849 2.80947  0.00
7 H -0.11171 3.64591 1.75215  0.00
8 H -0.34196 2.93182 0.12927  0.01
9 Ru 0.01398 0.58187 0.07549  2.50
10 H 1.61687 1.86195 -2.16225  0.00
11 N -1.99007 0.79545 0.05085  0.05
12 H -0.13687 -1.16793 -5.23619  0.01
13 C -2.72918 1.80987 0.57320  0.03
14 C 2.71997 -0.86910 -4.00905  0.03
15 N -1.34113 -1.03653 -2.22975  0.28
16 C 4.68417 0.36747 3.39974  0.00
17 H -0.89268 -4.50851 2.08360  0.00
18 C 2.07520 -3.06917 2.31695  0.00
19 H -0.26891 1.87134 1.67536  0.01
20 C 5.78877 -1.46395 4.45162  0.00
21 H 1.82778 -4.12722 2.35374  0.00
22 H 2.32472 -1.41038 -4.86169  0.00
23 H 3.28182 1.39354 -2.54249  0.00
24 H -2.32239 1.95890 3.26562  0.00
25 H 1.09805 -1.16978 2.77466  0.00
26 H 5.44987 -0.84610 5.31772  0.00
27 O 5.42460 -2.78252 4.54049  0.00
28 C 2.42288 2.34762 0.47100  0.01
29 H 2.38115 -2.83566 1.29602  0.00
30 C 0.32956 -2.69236 4.09017  0.00
31 H -0.03125 -3.71492 4.05914  0.00
32 H 6.88535 -1.32671 4.40439  0.00
33 H 2.74061 -0.66522 1.67696  0.00
34 C -1.78359 -3.34150 0.43670  0.03
35 H 1.12965 -2.64743 4.82280  0.00
36 C 2.28210 1.01475 -2.35719  0.01
37 C 2.94203 0.38830 1.54433  0.00
38 H 5.13697 -1.43739 2.44115  0.00
39 H -2.02988 3.70138 3.35033  0.00
40 H 1.65406 0.91465 -4.40483  0.02
41 C -0.60530 2.84430 1.20499  0.03
42 N -2.82349 -0.07891 -0.51449  0.01
43 C 4.22706 2.36129 2.02341  0.01
44 C -1.46319 -1.45695 -3.49793  0.01
45 B -2.31545 -1.39243 -1.10291  0.01
46 H -4.90773 2.17082 0.55742  0.00
47 N 2.13917 1.05592 0.71026  0.00
48 N 5.14519 -0.89699 3.29550  0.00
49 C -4.08144 0.35836 -0.40406  0.06
50 C -4.06788 1.56138 0.29100  0.02
51 H -3.19326 -2.06155 -1.49950  0.00
52 H -0.48808 -2.05694 4.41642  0.00
53 H -2.31479 -2.02025 -3.82114  0.00
54 H -2.46076 3.88251 0.89889  0.00
55 H 4.99383 2.87640 2.58351  0.00
56 N -1.53041 -2.10065 0.00630  0.03
57 H 5.97612 -3.27435 5.16681  0.00
58 N -0.55193 -1.53980 0.75213  0.09
59 H -4.90849 -0.18186 -0.82098  0.00
60 C 3.46108 3.02612 1.08166  0.00
61 H 1.81958 2.88086 -0.25456  0.00
62 C 1.75859 0.23496 -3.54399  0.05
63 C -2.11989 2.93590 1.33666  0.01
64 N -0.21154 -0.32821 -2.07012  0.06
65 H -3.61776 3.10006 2.90303  0.00
66 C 0.84304 -2.23800 2.72327  0.00
67 H 3.66840 -0.43334 -4.30116  0.00
68 C 3.97672 1.00804 2.24009  0.00
69 C -0.36084 -1.03072 -4.19936  0.33
70 C -0.95217 -3.61047 1.50434  0.02
71 O 4.77429 0.99824 4.42808  0.00
72 H 2.32091 0.33848 -1.48918  0.00
73 C -0.19627 -2.43600 1.68323  0.03